(1)
ORCA calculation (ωB97M-V with the def2-TZVPD basis set) on C42H32AlN3PSe2Te as an isolated structure.

The lowest unoccupied orbital energy is -2.799 eV. The value obtained for the energy relative to the best compared isomer or geometry (same formula, charge and spin) is 0.811 eV. For the HOMO energy, the calculation gives -0.3655 Ha. As for the spin multiplicity: 1. The calculation puts the gap between HOMO and LUMO at 7.146 eV. Its calculated total energy is -7438.6689 hartree. As for the net charge: +1.

Geometry as XYZ:
```
82
Properties=species:S:1:pos:R:3:forces:R:3
Al 1.3845 -0.5826 0.4858 -0.036 0.009 0.031
C 0.1308 3.1395 2.3569 0.003 0.054 -0.005
C 0.3065 1.7752 2.0945 -0.002 -0.027 0.004
N 1.0905 1.3433 1.1267 0.004 -0.004 0.006
C 1.7604 2.2416 0.3572 0.070 -0.008 -0.049
C 1.6140 3.6262 0.5250 0.026 0.006 -0.014
C 0.7737 4.0587 1.5720 -0.015 -0.031 0.020
C 2.3035 4.4989 -0.3532 -0.019 -0.013 0.006
C 3.0579 3.9650 -1.3535 0.010 -0.032 -0.007
C 3.2145 2.5670 -1.5174 0.015 0.015 0.001
C 2.6208 1.6820 -0.6440 -0.008 0.048 0.047
N 2.6674 0.2982 -0.6054 -0.025 0.002 -0.081
C 3.5287 -0.4998 -1.3472 -0.014 -0.023 0.032
C 4.6613 -0.1669 -2.0523 0.008 -0.007 -0.014
C 5.4017 -1.1562 -2.7445 -0.003 0.000 0.003
C 5.0437 -2.4705 -2.7392 0.000 -0.001 0.008
C 3.9153 -2.8692 -1.9802 -0.002 0.011 -0.010
C 3.4730 -4.2021 -1.8512 -0.009 -0.010 0.007
C 2.3944 -4.4961 -1.0594 0.014 -0.003 -0.015
C 1.7545 -3.4586 -0.3716 0.005 0.009 -0.024
N 2.1381 -2.2041 -0.4865 0.030 -0.046 0.024
C 3.1884 -1.8893 -1.2881 0.004 0.044 0.016
H -0.5156 3.4375 3.1701 0.000 0.003 0.000
H -0.1936 1.0229 2.6917 0.017 0.008 -0.027
H 0.6457 5.1209 1.7416 0.000 0.001 0.005
H 2.2090 5.5692 -0.2266 -0.004 0.001 -0.001
H 3.5708 4.6190 -2.0471 -0.006 0.000 -0.002
H 3.8088 2.2193 -2.3456 -0.007 0.016 0.008
H 5.0359 0.8426 -2.0637 0.008 -0.019 0.000
H 6.2813 -0.8431 -3.2915 0.001 0.000 -0.001
H 5.6147 -3.2126 -3.2807 -0.001 -0.001 0.000
H 4.0006 -4.9878 -2.3779 0.002 0.002 -0.001
H 2.0392 -5.5098 -0.9446 -0.003 0.003 0.008
H 0.9159 -3.6486 0.2873 0.003 -0.004 0.006
Se 1.2155 -1.5974 2.6476 -0.032 0.022 -0.036
P -0.9553 -2.1333 2.2795 -0.035 0.017 0.067
Se -0.8309 -0.8259 -0.6377 0.015 0.017 -0.021
C -1.8509 -0.8083 3.1761 0.034 -0.013 -0.022
C -1.5107 -0.4084 4.4689 -0.020 -0.036 0.031
C -2.1720 0.6485 5.0709 0.003 -0.004 0.000
C -3.1844 1.3181 4.3886 0.008 0.004 -0.020
C -3.5357 0.9218 3.1080 -0.010 0.003 0.019
C -2.8685 -0.1391 2.5041 -0.008 -0.003 -0.019
C -1.1698 -3.5569 3.4086 0.054 -0.043 -0.044
C -0.1904 -4.5453 3.4978 -0.012 0.004 0.028
C -0.4087 -5.6835 4.2581 -0.008 -0.011 0.007
C -1.6099 -5.8533 4.9318 0.012 -0.009 -0.004
C -2.5924 -4.8790 4.8410 -0.011 0.022 -0.007
C -2.3771 -3.7376 4.0822 0.004 0.001 -0.009
H -0.7176 -0.9237 4.9982 0.001 0.006 -0.006
H -1.9032 0.9508 6.0748 -0.002 0.001 0.002
H -3.7020 2.1419 4.8628 -0.004 0.000 0.002
H -4.3335 1.4291 2.5806 0.002 0.006 -0.001
H -3.1407 -0.4487 1.5013 0.010 0.003 -0.002
H 0.7589 -4.4125 2.9932 -0.005 -0.003 0.000
H 0.3651 -6.4369 4.3300 -0.001 0.001 0.001
H -1.7778 -6.7402 5.5283 0.000 0.001 0.001
H -3.5308 -5.0037 5.3654 0.000 0.004 0.001
H -3.1525 -2.9841 4.0229 -0.007 0.017 0.001
Te -0.0661 0.5280 -2.5931 -0.046 -0.024 0.039
C -1.7184 0.2034 -3.8513 0.066 -0.005 -0.034
C -3.0059 0.1198 -3.3414 -0.018 0.003 0.008
C -4.0648 -0.0529 -4.2187 0.000 -0.001 0.017
C -3.8324 -0.1413 -5.5857 0.014 0.000 -0.010
C -2.5412 -0.0605 -6.0844 -0.014 -0.004 -0.001
C -1.4722 0.1121 -5.2150 -0.013 -0.004 0.003
C -0.6420 2.4615 -1.9829 -0.035 -0.017 0.011
C -1.5090 2.6460 -0.9166 0.024 0.024 0.000
C -1.9158 3.9339 -0.6002 -0.011 0.008 -0.002
C -1.4587 5.0141 -1.3439 -0.013 -0.003 -0.005
C -0.5863 4.8157 -2.4047 0.003 0.000 0.001
C -0.1697 3.5325 -2.7294 -0.001 0.009 0.031
H -3.1846 0.1802 -2.2748 0.002 0.004 0.002
H -5.0736 -0.1210 -3.8339 -0.001 0.000 -0.002
H -4.6635 -0.2770 -6.2646 -0.001 -0.001 0.001
H -2.3616 -0.1338 -7.1485 -0.001 -0.001 0.000
H -0.4634 0.1710 -5.6057 0.001 0.002 0.003
H -1.8502 1.8002 -0.3304 -0.010 -0.010 -0.003
H -2.5915 4.0921 0.2305 -0.001 0.002 0.000
H -1.7857 6.0157 -1.0968 0.004 0.002 0.004
H -0.2250 5.6585 -2.9788 -0.004 0.002 -0.001
H 0.5206 3.3796 -3.5505 0.001 0.001 -0.010
```
Positions in Å, forces in eV/Å.

Atomic partial charges in e from the Löwdin method, atoms 1 to 8: -0.3315, -0.0105, -0.0796, 0.0455, -0.1462, -0.1458, 0.0185, -0.0355


(2)
ORCA calculation (ωB97M-V with the def2-TZVPD basis set) on C42H32F10N6O3S3V as an isolated structure in a non-equilibrium geometry.

The lowest unoccupied orbital energy (alpha / beta) is 4.063 / 4.057 eV. The value obtained for the energy relative to the best compared isomer or geometry (same formula, charge and spin) is 1.807 eV. For the HOMO energy (alpha / beta), the calculation gives -0.0560 / -0.0839 Ha. As for the spin multiplicity: 4. The calculation puts the gap between HOMO and LUMO (alpha / beta) at 5.586 / 6.338 eV. Its calculated total energy is -5311.2212 hartree. As for the net charge: -2.

Geometry as XYZ:
```
97
Properties=species:S:1:pos:R:3:forces:R:3
V -0.2273 0.2233 0.4128 -0.932 0.169 2.015
C -4.3989 -0.0761 -0.0548 0.190 -0.011 0.006
N -3.3329 0.7795 0.4067 -0.377 0.549 0.046
C -3.2561 1.9918 -0.3674 0.207 0.059 0.109
C -2.1188 2.9690 -0.0445 -0.326 0.225 0.166
N -0.7567 2.4796 0.1088 -0.303 -1.068 0.095
C 0.1551 3.4345 0.0790 0.410 0.699 -0.283
C -0.0396 4.8571 -0.0806 -0.108 -0.057 0.097
F -1.2651 5.4595 0.0321 0.241 -0.082 0.003
C 0.9870 5.7539 -0.2902 0.363 0.098 -0.089
F 0.6788 7.0611 -0.4712 0.146 -0.293 0.032
C 2.3167 5.3615 -0.3237 -0.123 -0.015 0.086
F 3.3079 6.2505 -0.5931 -0.130 -0.188 0.045
C 2.5829 4.0212 -0.0502 0.019 0.310 -0.056
F 3.8623 3.5919 -0.0160 -0.287 0.069 0.022
C 1.5538 3.1394 0.1815 -0.031 -0.198 0.027
F 1.9068 1.8780 0.5469 -0.044 0.427 -0.053
C -3.3405 0.9038 1.8484 0.195 -0.247 0.176
C -2.3603 -0.1297 2.4249 -0.443 0.012 0.277
N -0.9857 0.2814 2.2874 -0.565 -0.155 0.634
C -0.4321 0.9512 3.2776 0.384 0.535 1.171
C -1.0446 1.6131 4.3962 -0.047 -0.161 -0.405
F -2.4039 1.6903 4.5235 0.268 -0.008 -0.052
C -0.3233 2.2686 5.3725 0.392 0.116 0.297
F -0.9856 2.8934 6.3780 0.161 -0.141 -0.272
C 1.0648 2.3155 5.3557 -0.104 -0.065 -0.042
F 1.7557 2.9636 6.3305 -0.131 -0.138 -0.220
C 1.7206 1.6635 4.3097 0.040 0.245 0.314
F 3.0679 1.6350 4.2825 -0.299 0.014 0.007
C 0.9946 1.0265 3.3382 -0.120 -0.208 -0.266
F 1.6685 0.3311 2.3866 -0.110 0.297 0.446
H -5.4013 0.3467 0.1630 0.067 0.017 -0.042
H -4.3132 -0.2315 -1.1286 -0.062 -0.029 -0.025
H -4.3253 -1.0492 0.4260 -0.002 -0.118 0.025
H -3.1656 1.6869 -1.4123 -0.087 0.021 -0.041
H -4.1901 2.5933 -0.2749 0.103 -0.001 -0.138
H -2.1437 3.6751 -0.8880 -0.179 -0.025 0.197
H -2.3977 3.5320 0.8576 -0.105 0.004 -0.149
H -3.0302 1.9059 2.1462 -0.005 -0.041 0.030
H -4.3468 0.7258 2.2644 -0.043 0.116 -0.057
H -2.6068 -0.3508 3.4729 -0.002 -0.052 -0.162
H -2.4688 -1.0492 1.8407 -0.114 0.009 0.148
O -1.6366 0.2483 -2.7358 -0.180 0.011 -0.120
C -1.9535 -1.1255 -2.8298 0.218 -0.195 0.796
C -1.9965 -1.7435 -1.3559 -0.326 -0.142 -0.778
O -2.4812 -2.8586 -1.2135 0.066 -0.266 0.001
O -1.5769 -0.9755 -0.4643 -0.123 -0.026 0.079
C -3.3112 -1.3347 -3.4450 -0.339 0.116 -0.092
C -3.7245 -2.6317 -3.7367 -0.049 0.045 -0.044
C -4.9683 -2.8608 -4.2908 -0.006 -0.156 -0.085
C -5.8183 -1.8016 -4.5664 -0.203 0.095 -0.045
C -5.4144 -0.5108 -4.2700 -0.264 0.039 -0.176
C -4.1707 -0.2756 -3.7131 0.378 -0.033 -0.005
C -0.9234 -1.8423 -3.6966 0.147 0.109 -0.015
C -0.8702 -1.4885 -5.0425 0.085 0.053 0.021
C 0.0216 -2.0967 -5.9061 -0.065 0.069 -0.134
C 0.8713 -3.0842 -5.4351 0.150 -0.070 -0.033
C 0.8274 -3.4415 -4.0987 0.110 -0.102 -0.058
C -0.0572 -2.8216 -3.2277 -0.098 0.061 0.078
H -1.4599 0.4003 -1.7824 -0.021 -0.093 -0.438
H -3.0638 -3.4491 -3.4975 0.024 -0.095 -0.040
H -5.2729 -3.8733 -4.5230 -0.029 -0.052 0.026
H -6.7907 -1.9806 -5.0114 0.008 0.000 0.015
H -6.0667 0.3252 -4.4876 -0.058 0.031 0.008
H -3.8458 0.7331 -3.4993 0.038 0.009 0.054
H -1.5400 -0.7224 -5.4053 -0.097 0.070 -0.057
H 0.0404 -1.8158 -6.9525 0.020 0.038 -0.008
H 1.5740 -3.5616 -6.1066 0.000 -0.060 -0.017
H 1.4831 -4.2208 -3.7332 0.053 0.008 0.086
H -0.0715 -3.1131 -2.1875 -0.035 0.010 0.123
C 2.7747 -0.1766 -3.8948 0.010 0.013 0.010
C 2.7207 0.8403 -2.7534 0.381 0.043 -0.389
C 1.6106 0.5546 -1.8781 -1.032 -0.173 0.596
N 0.7360 0.3265 -1.1542 3.000 0.501 -3.540
H 3.6483 -0.0005 -4.5196 0.048 0.029 -0.035
H 1.8780 -0.1027 -4.5058 -0.055 -0.069 -0.058
H 2.8273 -1.1844 -3.4925 0.004 -0.112 -0.026
H 2.6195 1.8561 -3.1524 -0.010 -0.079 0.161
H 3.6366 0.8024 -2.1549 -0.065 0.056 -0.006
S 6.4080 -1.8984 1.4467 0.721 0.210 -0.365
C 4.7644 -1.9985 1.5531 -0.162 0.050 -0.103
S 3.6980 -1.7404 0.1906 -0.380 -0.298 1.138
C 2.2763 -2.0991 1.2753 1.339 0.006 -0.427
N 2.6766 -2.3496 2.4671 -1.104 -0.261 0.451
N 4.0165 -2.2817 2.6506 0.513 0.251 -1.234
C 4.4406 -2.3998 3.9809 0.161 -0.116 0.767
C 3.5089 -2.1005 4.9770 -0.045 0.087 -0.115
C 3.8569 -2.1982 6.3076 0.062 -0.017 0.070
C 5.1332 -2.5980 6.6705 0.076 -0.062 0.113
C 6.0484 -2.9198 5.6840 -0.020 -0.014 0.167
C 5.7132 -2.8305 4.3444 0.045 -0.062 -0.165
S 0.7097 -2.1796 0.7068 -0.865 -0.226 -0.385
H 2.5186 -1.7954 4.6810 -0.063 0.035 0.006
H 3.1276 -1.9604 7.0682 -0.080 0.058 0.035
H 5.4082 -2.6680 7.7143 0.013 -0.003 0.060
H 7.0397 -3.2557 5.9574 0.068 -0.004 -0.009
H 6.4375 -3.0865 3.5899 -0.071 -0.001 0.022
```
Positions in Å, forces in eV/Å.

Atomic partial charges in e from the Löwdin method, atoms 1 to 8: 0.6454, -0.0777, -0.2329, -0.1903, -0.2162, 0.0003, -0.2027, -0.1250


Q: Look up the net charge of the first one.
A: +1